C2H3NO3 in the gas phase in a non-equilibrium geometry. Source: the Open Molecules 2025 dataset; level of theory: wB97M-V/def2-TZVPD.

energy relative to the best compared isomer or geometry (same formula, charge and spin) = 433.36 kJ/mol
DFT total energy = -9751.5980 eV
lowest unoccupied orbital energy = 0.08 eV
frontier orbital gap = 10.0 eV
HOMO level = -0.364 Ha
SMILES = O=C(O)/C=N\O

Last column: Mulliken charge in e.
Geometry (Å):
O -1.57 -0.28 1.65  -0.48
C -0.52 -0.27 1.10  0.56
O 0.66 -0.60 1.58  -0.49
C -0.83 -0.28 -0.39  -0.03
N -0.14 0.18 -1.34  -0.24
O 1.17 0.44 -1.25  -0.38
H 1.48 -0.10 1.06  0.39
H -1.89 -0.07 -0.34  0.31
H 1.64 0.97 -2.07  0.36

=====

A gas-phase ion, C4H8NO2 (charge -1) in a non-equilibrium geometry. Source: the Open Molecules 2025 dataset; level of theory: wB97M-V/def2-TZVPD.

energy relative to the best compared isomer or geometry (same formula, charge and spin) = 111.07 kJ/mol
DFT total energy = -9856.7782 eV
lowest unoccupied orbital energy (spin up / spin down) = 3.66 / 3.62 eV
frontier orbital gap (spin up / spin down) = 3.2 / 7.5 eV
expectation value of S² = 2.0066
HOMO level (spin up / spin down) = 0.016 / -0.142 Ha
multiplicity = 3
total charge = -1

Last column: Mulliken charge in e.
Geometry (Å):
C 1.67 0.37 0.31  -0.84
C -2.41 -0.49 0.10  -1.04
C 0.19 0.35 -0.17  -0.26
C -0.85 -0.59 0.51  -0.42
N 2.57 0.56 -0.61  0.77
O 3.75 0.73 -0.18  -0.84
O 2.30 0.60 -1.85  -0.83
H 2.05 0.53 1.32  0.39
H -2.63 0.54 0.17  0.31
H -2.42 -0.99 -0.85  0.29
H -3.15 -0.94 0.84  0.29
H 0.29 0.10 -1.26  0.33
H -0.14 1.36 -0.35  0.33
H -0.50 -1.67 0.35  0.31
H -0.74 -0.45 1.67  0.22

=====

A molecular structure, C34H42NO4Yb in a non-equilibrium geometry. Source: the Open Molecules 2025 dataset; level of theory: wB97M-V/def2-TZVPD.

DFT total energy = -77148.1499 eV
lowest unoccupied orbital energy (spin up / spin down) = 0.12 / -0.20 eV
frontier orbital gap (spin up / spin down) = 7.3 / 7.0 eV
expectation value of S² = 0.7509
HOMO level (spin up / spin down) = -0.263 / -0.263 Ha
multiplicity = 2

Last column: Mulliken charge in e.
Geometry (Å):
O -0.27 -0.32 -4.81  -0.05
C 0.13 0.76 -5.76  -0.64
C 0.02 0.00 -7.05  -0.95
H 1.15 1.07 -5.54  0.21
H -0.53 1.62 -5.82  0.50
C -0.17 -1.14 -6.05  1.52
H 0.96 0.02 -7.62  0.31
H -0.85 0.24 -7.68  0.32
C 1.09 -2.00 -6.13  -1.58
H 2.00 -1.39 -6.01  0.38
H 1.12 -2.49 -7.11  0.40
H 1.07 -2.77 -5.35  0.31
C -1.44 -1.95 -6.24  -1.73
H -2.31 -1.29 -6.14  0.36
H -1.46 -2.71 -5.45  0.32
H -1.44 -2.44 -7.22  0.39
Yb -1.04 -0.86 -0.64  1.31
C -3.09 -0.96 1.16  -0.21
C -3.00 0.40 0.81  -0.19
C -3.38 0.54 -0.55  -0.84
H -2.79 1.23 1.48  0.53
C -3.69 -0.76 -1.04  -0.91
C -3.52 -1.69 0.02  -0.84
H -3.74 -2.75 -0.01  0.46
H -2.97 -1.36 2.17  0.49
H -3.50 1.48 -1.08  0.67
H -4.04 -0.99 -2.05  0.47
C 0.55 -2.72 0.30  -0.16
C -0.05 -3.26 -0.87  -1.01
C 0.42 -2.51 -1.98  0.00
H -0.72 -4.12 -0.89  0.42
C 1.31 -1.50 -1.50  -1.16
C 1.42 -1.67 -0.09  -0.17
H 2.13 -1.16 0.55  0.60
H 0.43 -3.09 1.31  0.32
H 0.19 -2.68 -3.03  0.31
H 1.84 -0.77 -2.09  0.56
O 0.41 2.72 -3.85  -0.33
C -0.88 2.17 -3.43  0.24
C -1.58 3.23 -2.58  0.12
H -0.75 1.19 -2.90  -0.34
H -1.43 1.93 -4.36  0.34
C -0.42 4.09 -2.03  -0.55
H -2.27 2.79 -1.84  -0.25
H -2.22 3.86 -3.23  0.31
C 0.82 3.70 -2.88  -0.54
H -0.27 3.89 -0.97  0.20
H -0.63 5.15 -2.18  0.27
H 1.68 3.37 -2.25  0.26
H 1.18 4.58 -3.45  0.27
C 4.44 0.52 5.62  -1.78
C 3.53 -0.50 5.00  1.11
C 4.10 -1.61 4.38  -0.99
C 3.31 -2.62 3.81  -0.94
C 1.93 -2.51 3.88  -0.73
C 1.35 -1.34 4.40  0.12
N -0.03 -1.23 4.28  0.26
C -0.78 -0.06 4.25  -0.77
C -1.87 0.09 5.12  -0.28
C -2.52 1.32 5.19  -0.69
C -2.03 2.41 4.45  -0.63
C -1.04 2.22 3.48  -0.23
C -0.48 0.96 3.33  1.10
C 0.37 0.60 2.12  -0.45
O 1.60 0.72 2.20  -0.63
O -0.30 0.17 1.10  -0.23
C 2.13 -0.37 5.07  1.29
C 1.55 0.70 5.93  -1.52
H 4.23 1.53 5.24  0.31
H 4.34 0.53 6.71  0.37
H 5.49 0.28 5.38  0.39
H 5.19 -1.71 4.38  0.28
H 3.77 -3.48 3.32  0.39
H 1.29 -3.32 3.53  0.52
H -0.55 -2.10 4.30  0.31
H -2.17 -0.75 5.75  0.44
H -3.39 1.44 5.84  0.41
H -2.46 3.40 4.60  0.38
H -0.73 3.02 2.81  0.43
H 1.29 1.60 5.37  0.25
H 0.66 0.36 6.47  0.29
H 2.28 0.99 6.68  0.52

=====

11 unconnected molecules or ions with the total composition C30H66O18S6 in a non-equilibrium geometry. Source: the Open Molecules 2025 dataset; level of theory: wB97M-V/def2-TZVPD.

DFT total energy = -134040.8908 eV
lowest unoccupied orbital energy = 0.20 eV
frontier orbital gap = 8.5 eV
HOMO level = -0.304 Ha

Last column: Mulliken charge in e.
Geometry (Å):
C -2.47 1.95 -3.81  -1.22
S -1.80 0.32 -3.53  0.47
O -1.59 0.20 -2.00  -0.51
C -3.36 -0.51 -3.94  -1.08
H -3.37 1.97 -3.26  0.36
H -2.67 2.12 -4.84  0.56
H -1.74 2.73 -3.54  0.18
H -3.42 -0.51 -5.04  0.47
H -4.20 0.07 -3.57  0.39
H -3.32 -1.60 -3.58  0.15
C -6.68 1.28 0.21  -0.70
S -5.45 1.07 1.61  0.42
O -4.09 1.06 0.95  -0.56
C -5.60 2.68 2.47  -0.66
H -7.64 1.04 0.54  0.43
H -6.34 0.38 -0.29  0.01
H -6.46 2.13 -0.47  0.29
H -4.80 2.59 3.26  0.12
H -6.56 2.73 2.97  0.42
H -5.23 3.53 1.84  0.18
C -0.37 0.16 0.95  1.34
S -0.55 -1.44 1.58  0.59
O 0.62 -2.35 1.15  -0.78
C -1.89 -2.12 0.73  -0.83
H -1.14 0.78 1.40  -0.17
H -0.55 0.25 -0.15  -0.58
H 0.66 0.61 1.04  -0.08
H -2.72 -1.44 0.64  0.02
H -2.09 -2.97 1.32  0.62
H -1.67 -2.45 -0.28  -0.03
C -1.90 0.73 4.61  -0.82
S -1.50 2.40 4.02  0.88
O -2.73 3.25 4.13  -0.74
C -0.60 2.72 5.59  -1.21
H -2.36 0.20 3.79  0.08
H -2.62 0.74 5.45  0.47
H -0.95 0.16 4.75  0.31
H 0.31 2.08 5.60  0.28
H -1.32 2.42 6.37  0.44
H -0.47 3.77 5.68  0.40
C 0.32 -3.48 -2.13  -0.70
S 0.56 -2.17 -3.30  0.90
O 2.06 -1.97 -3.21  -0.69
C 0.32 -3.10 -4.80  -1.21
H 0.49 -2.96 -1.16  -0.27
H 1.06 -4.22 -2.38  0.51
H -0.69 -3.93 -2.20  0.36
H 0.67 -2.56 -5.63  0.41
H -0.77 -3.26 -4.96  0.34
H 0.85 -4.10 -4.78  0.32
C 3.86 0.91 -2.16  -0.11
S 2.12 1.17 -2.45  1.17
O 1.94 2.67 -2.32  -0.77
C 1.96 0.84 -4.23  -0.95
H 4.52 1.53 -2.78  0.36
H 4.29 -0.10 -2.13  -0.33
H 3.88 1.34 -1.15  -0.04
H 2.26 -0.20 -4.43  0.15
H 2.54 1.64 -4.75  0.44
H 0.92 1.02 -4.41  0.16
C 6.08 2.85 0.91  -0.93
O 4.70 2.47 0.90  -0.03
C 3.93 3.09 1.86  0.52
O 4.28 3.74 2.79  -0.57
O 2.69 2.91 1.43  0.00
C 1.70 3.08 2.48  -0.47
H 6.63 2.01 0.58  0.21
H 6.47 3.11 1.86  0.43
H 6.22 3.60 0.13  0.29
H 0.74 2.58 2.26  -0.32
H 1.45 4.18 2.66  0.39
H 2.02 2.71 3.45  0.47
C 5.02 -2.89 -2.40  -0.19
O 5.60 -3.00 -1.06  -0.23
C 6.93 -2.59 -0.91  0.76
O 7.57 -1.94 -1.70  -0.55
O 7.34 -3.13 0.23  -0.31
C 8.57 -2.77 0.69  -0.65
H 4.61 -1.86 -2.60  -0.11
H 4.16 -3.56 -2.39  0.10
H 5.79 -3.14 -3.16  0.36
H 8.66 -1.70 0.60  0.30
H 9.28 -3.29 0.02  0.30
H 8.63 -3.13 1.70  0.21
O -4.14 -5.05 -2.32  -0.61
C -4.87 -4.47 -1.55  0.41
O -4.77 -3.13 -1.30  -0.25
C -5.89 -2.68 -0.44  0.13
C -6.50 -3.95 0.15  -0.65
C -5.99 -5.09 -0.76  -0.34
H -6.64 -2.35 -1.18  0.21
H -5.42 -1.91 0.17  -0.04
H -7.62 -3.86 0.21  0.32
H -6.23 -4.05 1.22  0.28
H -6.77 -5.45 -1.43  0.28
H -5.52 -5.93 -0.21  0.26
O -4.07 4.01 -1.97  -0.60
C -3.02 4.17 -1.41  0.29
O -2.14 5.06 -1.96  -0.40
C -0.90 5.11 -1.28  -0.59
C -0.91 3.94 -0.32  0.51
C -2.40 3.56 -0.14  0.61
H -0.69 6.10 -0.85  0.28
H -0.19 4.94 -2.06  0.29
H -0.39 4.22 0.63  -0.09
H -0.33 3.09 -0.64  -0.17
H -2.83 4.11 0.71  0.24
H -2.68 2.57 0.15  -0.30
O 1.25 -0.36 4.33  -0.62
C 2.27 -0.82 3.84  0.47
O 3.43 -0.09 3.61  -0.35
C 4.43 -0.92 2.97  -0.19
C 3.60 -2.08 2.37  -0.34
C 2.50 -2.22 3.38  -0.42
H 5.20 -1.18 3.69  0.27
H 4.95 -0.31 2.18  0.03
H 4.19 -2.94 2.15  0.50
H 3.15 -1.74 1.41  0.04
H 2.73 -2.71 4.33  0.38
H 1.64 -2.75 3.01  0.21

=====

A molecular structure, C14H20Cl3GeN3O5PPd in a non-equilibrium geometry. Source: the Open Molecules 2025 dataset; level of theory: wB97M-V/def2-TZVPD.

energy relative to the best compared isomer or geometry (same formula, charge and spin) = 2006.85 kJ/mol
DFT total energy = -136387.4541 eV
lowest unoccupied orbital energy (spin up / spin down) = 4.59 / 3.90 eV
frontier orbital gap (spin up / spin down) = 5.1 / 4.5 eV
expectation value of S² = 0.9085
HOMO level (spin up / spin down) = -0.017 / -0.023 Ha
multiplicity = 2
total charge = -2

Last column: Mulliken charge in e.
Geometry (Å):
Pd -0.86 -1.34 0.91  -0.49
O -1.73 -1.42 5.03  -0.79
C -1.40 -1.02 3.91  -0.05
O -1.69 -1.61 2.82  -0.68
C -0.61 0.31 3.88  0.14
C -0.93 1.35 2.78  0.07
C -0.68 2.74 3.38  -1.03
C 0.87 2.74 3.47  -0.94
C 1.20 1.39 2.80  -0.11
O 0.15 1.26 1.85  -0.01
C 0.94 0.22 3.77  -0.12
C 1.60 -1.06 3.20  -0.02
O 2.55 -1.51 3.85  -0.81
O 1.18 -1.50 2.09  -0.29
H -0.87 0.75 4.84  0.46
H -1.88 1.22 2.26  0.44
H -1.17 2.88 4.35  0.45
H -1.04 3.52 2.70  0.30
H 1.24 2.78 4.50  0.38
H 1.30 3.56 2.91  0.33
H 2.17 1.34 2.30  0.57
H 1.41 0.39 4.73  0.38
Cl 0.04 -1.86 -2.24  -0.25
Ge 0.96 -3.48 -0.43  0.82
Cl 1.53 -5.12 -2.04  -0.50
Cl -1.52 -4.15 -0.25  -0.43
C -1.17 -1.55 -3.59  -0.73
N 1.33 -1.31 -2.88  -0.46
C 1.98 -0.25 -3.52  -0.62
N 1.05 0.92 -3.45  0.15
C -0.14 0.71 -4.23  -1.32
N -1.31 -0.10 -3.84  0.16
C -1.94 0.61 -2.67  -1.02
P -0.93 0.79 -0.98  0.20
C -0.47 -0.89 -1.03  0.41
C 0.74 1.42 -2.11  -1.15
H -2.06 -2.13 -3.82  0.30
H -0.55 -1.80 -4.49  0.38
H 2.22 -0.40 -4.58  0.33
H 2.84 0.11 -2.95  0.38
H 0.15 0.37 -5.23  0.36
H -0.61 1.70 -4.33  0.43
H -2.85 0.06 -2.40  0.43
H -2.23 1.61 -3.02  0.43
H -1.04 -2.75 -1.63  0.45
H 0.18 -3.33 -2.99  0.28
H 1.59 1.33 -1.44  0.41
H 0.48 2.48 -2.21  0.40

=====

CH2O4S in the gas phase in a non-equilibrium geometry. Source: the Open Molecules 2025 dataset; level of theory: wB97M-V/def2-TZVPD.

energy relative to the best compared isomer or geometry (same formula, charge and spin) = 129.61 kJ/mol
DFT total energy = -20092.8960 eV
lowest unoccupied orbital energy = 0.50 eV
frontier orbital gap = 10.6 eV
HOMO level = -0.370 Ha

Last column: Mulliken charge in e.
Geometry (Å):
C -1.18 0.81 0.74  0.27
O 1.31 0.19 -1.15  -0.48
O 0.87 -1.78 0.38  -0.48
O -1.15 -0.38 -0.34  -0.38
O -0.24 0.90 1.42  -0.32
S 0.31 -1.11 -0.75  0.71
H -2.11 1.30 0.55  0.35
H 2.18 0.07 -0.86  0.32

=====

C5H7N in the gas phase. Source: the Open Molecules 2025 dataset; level of theory: wB97M-V/def2-TZVPD.

energy relative to the best compared isomer or geometry (same formula, charge and spin) = 273.74 kJ/mol
DFT total energy = -6785.6755 eV
lowest unoccupied orbital energy = 1.12 eV
frontier orbital gap = 10.4 eV
HOMO level = -0.339 Ha
SMILES = C#C[C@@H]1N[C@@H]1C

Last column: Mulliken charge in e.
Geometry (Å):
C -1.88 -0.49 1.72  0.39
C -1.37 0.00 0.74  -0.72
C -0.78 0.64 -0.41  -0.41
N -0.41 -0.15 -1.60  -0.63
C 0.65 0.40 -0.76  0.24
C 1.56 -0.44 0.11  -1.20
H -2.35 -0.91 2.58  0.42
H -1.21 1.61 -0.65  0.32
H -0.59 -1.13 -1.40  0.29
H 1.15 1.23 -1.24  0.35
H 1.07 -1.35 0.47  0.32
H 2.46 -0.72 -0.44  0.35
H 1.87 0.14 0.99  0.27

=====

2 unconnected molecules or ions with the total composition C11H17NOS in a non-equilibrium geometry. Source: the Open Molecules 2025 dataset; level of theory: wB97M-V/def2-TZVPD.

energy relative to the best compared isomer or geometry (same formula, charge and spin) = 826.80 kJ/mol
DFT total energy = -26047.1216 eV
lowest unoccupied orbital energy = 0.40 eV
frontier orbital gap = 8.9 eV
HOMO level = -0.313 Ha

Last column: Mulliken charge in e.
Geometry (Å):
C 2.05 2.00 2.12  -0.52
C 1.74 1.16 1.15  0.10
C -0.45 -2.37 0.64  -1.25
C -0.92 -1.22 -1.51  -0.68
C -2.33 -0.95 -1.22  -1.07
C -0.24 -2.18 -0.66  1.50
C -1.58 0.01 -0.76  0.56
C 2.00 0.58 2.55  -0.26
C 0.77 -2.94 -1.54  -1.22
C -2.81 1.90 0.50  -1.49
C -1.44 1.17 0.14  0.21
N 1.59 2.33 -0.95  -0.67
O 2.37 -0.12 -1.07  -0.73
S 1.28 0.69 -0.53  0.65
H 2.53 2.95 2.36  0.37
H 0.08 -3.10 1.28  0.25
H -1.18 -1.90 1.30  0.30
H -0.55 -1.14 -2.53  0.34
H -3.22 -1.37 -1.58  0.42
H 3.01 -0.02 2.61  0.17
H 1.03 0.10 2.99  0.16
H 0.51 -3.30 -2.58  0.31
H 1.02 -3.80 -0.93  0.42
H 1.74 -2.36 -1.64  0.20
H -3.33 2.28 -0.35  0.37
H -2.51 2.79 1.08  0.41
H -3.48 1.27 1.08  0.33
H -1.00 0.75 1.12  -0.02
H -0.63 1.96 -0.18  0.26
H 1.26 2.49 -1.85  0.26
H 2.69 2.34 -1.03  0.32